{
  "formula": "C5H20N10O5Tl",
  "method": "ωB97M-V/def2-TZVPD",
  "relative_energy_kcal_mol": 102.37,
  "gap_ev": 3.03,
  "total_charge": 3,
  "symbols": ["Tl", "C", "O", "N", "N", "H", "H", "H", "H", "C", "O", "N", "N", "H", "H", "H", "H", "C", "O", "N", "N", "H", "H", "H", "H", "C", "O", "N", "N", "H", "H", "H", "H", "C", "O", "N", "N", "H", "H", "H", "H"],
  "xyz": [[-0.4729, -0.0806, -1.0465], [2.5691, 2.3762, -0.0926], [1.6545, 1.6022, -0.3681], [3.7967, 2.0361, 0.3656], [2.3878, 3.7256, -0.0431], [4.4660, 2.7720, 0.5103], [4.0292, 1.1301, 0.7354], [1.5038, 4.1490, -0.2645], [3.1180, 4.2834, 0.3644], [-0.2257, 3.5614, -2.7921], [-0.4529, 2.3961, -2.4042], [0.6387, 3.9463, -3.7478], [-0.8993, 4.6044, -2.2754], [1.0076, 4.8643, -3.9255], [1.1898, 3.2022, -4.1535], [-0.3868, 5.4577, -2.4317], [-1.3477, 4.4702, -1.3815], [0.7514, 0.0101, 2.8387], [0.2327, -0.2144, 1.7073], [0.5287, 1.1410, 3.4678], [1.6143, -0.8310, 3.4185], [1.0341, 1.2331, 4.3365], [0.0413, 1.9543, 3.1350], [1.6603, -1.7462, 2.9990], [1.9884, -0.7055, 4.3443], [-3.0996, -2.7187, -2.0436], [-2.4856, -1.6310, -2.1409], [-3.6055, -3.1161, -0.8891], [-3.5278, -3.3828, -3.1529], [-3.9427, -4.0689, -0.8879], [-3.4833, -2.6205, -0.0251], [-3.3396, -3.1561, -4.1181], [-4.3695, -3.9050, -2.9497], [-0.3308, -3.5133, 1.1834], [-0.4282, -2.7506, 0.2002], [-0.8109, -3.1511, 2.3776], [0.1721, -4.7645, 1.2161], [-0.7691, -3.8208, 3.1244], [-1.3468, -2.2985, 2.3685], [0.5660, -5.1707, 0.3796], [0.3745, -5.2699, 2.0614]]
}